1.
Molecular formula: C42H105O28P7
Method: DFT, wB97M-V/def2-TZVPD

Properties
LUMO level (Eh): 0.00855
Net charge: 0
Energy above the lowest of the compared OMol25 structures with the same formula, charge and spin (kcal/mol): 109.6
Spin multiplicity: 1
SMILES: CCOP(=O)(OCC)OCC.CCOP(=O)(OCC)OCC.CCOP(=O)(OCC)OCC.CCOP(=O)(OCC)OCC.CCOP(=O)(OCC)OCC.CCOP(=O)(OCC)OCC.CCOP(=O)(OCC)OCC
Kohn-Sham gap (Eh): 0.38336

Last column: Löwdin charge in e.
Positions of all 182 atoms, in Å:
C (-15.22984, -20.90673, 18.63675)  -0.056
C (-15.34366, -19.73002, 19.60176)  -0.276
O (-15.85399, -20.20270, 20.84121)  -0.166
P (-15.60234, -19.37989, 22.18587)  0.449
O (-14.81073, -18.14923, 22.17981)  -0.219
O (-15.06273, -20.58044, 23.11217)  -0.161
C (-14.22844, -20.29626, 24.22313)  -0.268
C (-12.72595, -20.19026, 23.82079)  -0.071
O (-17.14432, -19.10729, 22.66192)  -0.184
C (-17.74003, -18.05268, 21.86628)  -0.291
C (-18.86455, -17.51668, 22.68646)  -0.088
H (-15.02941, -20.43435, 17.67324)  0.068
H (-14.38225, -21.56315, 18.83734)  0.066
H (-16.13693, -21.50252, 18.72065)  0.081
H (-14.39612, -19.18395, 19.66249)  0.117
H (-15.95004, -18.91988, 19.18112)  0.117
H (-14.43414, -19.33711, 24.69650)  0.112
H (-14.25668, -21.05973, 24.99877)  0.110
H (-12.68226, -19.22091, 23.32256)  0.061
H (-12.05299, -20.14634, 24.68200)  0.071
H (-12.24220, -20.98120, 23.24687)  0.068
H (-17.04106, -17.24044, 21.65967)  0.112
H (-18.08863, -18.45064, 20.91048)  0.116
H (-18.57471, -17.03600, 23.62203)  0.081
H (-19.48538, -16.81948, 22.12040)  0.079
H (-19.51467, -18.31951, 23.04532)  0.079
C (-17.46091, -26.88871, 12.44801)  -0.071
C (-17.11008, -28.11267, 13.30457)  -0.235
O (-15.77312, -28.04410, 13.85361)  -0.197
P (-15.33438, -26.95910, 14.97031)  0.419
O (-15.04655, -25.62012, 14.40858)  -0.241
O (-16.47521, -27.08778, 16.05510)  -0.170
C (-16.49437, -26.05707, 17.08744)  -0.252
C (-15.43400, -26.21651, 18.13670)  -0.066
O (-14.01516, -27.67476, 15.55603)  -0.212
C (-12.78628, -27.78988, 14.80221)  -0.254
C (-11.80724, -26.79672, 15.36305)  -0.067
H (-17.02744, -25.98536, 12.87521)  0.061
H (-17.15513, -27.11122, 11.42516)  0.073
H (-18.52510, -26.66472, 12.34646)  0.074
H (-17.77047, -28.11941, 14.17110)  0.105
H (-17.08668, -28.99211, 12.67000)  0.115
H (-16.34980, -25.08140, 16.61748)  0.106
H (-17.51988, -26.02311, 17.45223)  0.120
H (-15.01975, -27.22079, 18.06449)  0.083
H (-14.75949, -25.37057, 18.03318)  0.080
H (-15.90458, -26.16269, 19.12008)  0.078
H (-12.60492, -28.85140, 14.98889)  0.122
H (-12.93506, -27.71387, 13.72352)  0.119
H (-10.77905, -27.15693, 15.24513)  0.076
H (-11.86616, -25.86044, 14.81240)  0.069
H (-11.88476, -26.73565, 16.44694)  0.083
C (-21.73811, -20.36628, 19.31396)  -0.082
C (-22.36552, -21.02403, 18.13735)  -0.275
O (-21.37098, -21.23837, 17.11303)  -0.166
P (-21.46536, -20.45979, 15.71344)  0.431
O (-22.39181, -19.32314, 15.47263)  -0.237
O (-19.92823, -20.02499, 15.52502)  -0.164
C (-19.53098, -19.35408, 14.36605)  -0.309
C (-18.02669, -19.33017, 14.15262)  -0.068
O (-21.67345, -21.61626, 14.64395)  -0.202
C (-23.01980, -22.05540, 14.33909)  -0.232
C (-23.44891, -21.21929, 13.11824)  -0.067
H (-20.96176, -19.62958, 19.12125)  0.083
H (-22.53181, -19.88770, 19.89647)  0.082
H (-21.33356, -21.08373, 20.03307)  0.078
H (-22.81635, -21.97988, 18.40590)  0.121
H (-23.19604, -20.39732, 17.80292)  0.110
H (-20.03146, -19.74844, 13.46990)  0.117
H (-19.93613, -18.33510, 14.34498)  0.122
H (-17.78014, -18.72849, 13.27896)  0.074
H (-17.60001, -18.88490, 15.05758)  0.071
H (-17.45100, -20.25346, 14.07145)  0.078
H (-22.98282, -23.13096, 14.16907)  0.115
H (-23.63332, -21.97797, 15.23978)  0.110
H (-23.44662, -20.15160, 13.31222)  0.067
H (-22.91923, -21.54726, 12.22614)  0.076
H (-24.49428, -21.43828, 12.86894)  0.073
C (-13.00070, -12.74833, 11.53933)  -0.077
C (-12.15758, -12.62381, 10.29379)  -0.293
O (-11.63264, -13.82627, 9.79029)  -0.170
P (-12.41204, -14.68626, 8.66975)  0.456
O (-13.87091, -14.82453, 8.67121)  -0.223
O (-11.83006, -14.13992, 7.25373)  -0.184
C (-12.74510, -14.07857, 6.15007)  -0.269
C (-13.04907, -15.45406, 5.56097)  -0.080
O (-11.59460, -16.08673, 8.68746)  -0.205
C (-12.06010, -17.14596, 9.56644)  -0.233
C (-11.24459, -17.08121, 10.85746)  -0.059
H (-12.30426, -13.04482, 12.33696)  0.078
H (-13.48588, -11.84673, 11.90216)  0.082
H (-13.67955, -13.60136, 11.49776)  0.063
H (-12.88818, -12.24084, 9.56645)  0.116
H (-11.34615, -11.91622, 10.46090)  0.125
H (-13.68491, -13.70417, 6.55468)  0.102
H (-12.36131, -13.46544, 5.33666)  0.117
H (-13.85193, -15.22575, 4.85193)  0.079
H (-12.29403, -15.92645, 4.93199)  0.075
H (-13.36266, -16.14678, 6.33843)  0.067
H (-13.11612, -16.93476, 9.74027)  0.106
H (-11.79494, -18.00149, 8.94640)  0.123
H (-11.62077, -17.82257, 11.56445)  0.064
H (-10.19554, -17.18964, 10.58885)  0.083
H (-11.41510, -16.10332, 11.31044)  0.068
C (-7.98296, -23.09395, 11.99537)  -0.057
C (-6.67173, -22.32814, 11.81448)  -0.260
O (-6.28667, -22.44371, 10.45253)  -0.157
P (-5.25497, -21.42407, 9.83179)  0.376
O (-5.30387, -20.01266, 10.17831)  -0.215
O (-5.35967, -21.75409, 8.30752)  -0.176
C (-4.78683, -20.91817, 7.24856)  -0.221
C (-3.30846, -20.77486, 7.40418)  -0.082
O (-3.80586, -22.08964, 10.17612)  -0.194
C (-2.93955, -21.58414, 11.14871)  -0.292
C (-2.41215, -22.77205, 11.99756)  -0.077
H (-8.28542, -23.79889, 11.22910)  0.083
H (-7.95819, -23.53867, 12.99398)  0.076
H (-8.79152, -22.37383, 12.14934)  0.047
H (-6.76629, -21.31750, 12.21276)  0.112
H (-5.92737, -22.85168, 12.42355)  0.113
H (-5.12066, -21.48212, 6.38046)  0.120
H (-5.26430, -19.93940, 7.20968)  0.120
H (-2.73225, -21.69362, 7.33767)  0.089
H (-2.98527, -19.92226, 6.80020)  0.087
H (-3.04761, -20.33900, 8.37412)  0.065
H (-2.10868, -21.06151, 10.67422)  0.118
H (-3.40721, -20.98444, 11.93587)  0.112
H (-3.10751, -23.48258, 12.44152)  0.068
H (-1.77501, -23.33319, 11.30781)  0.071
H (-1.78322, -22.41800, 12.81730)  0.071
C (-9.26538, -19.68402, 13.48622)  -0.050
C (-10.33112, -18.92971, 14.30742)  -0.230
O (-11.63328, -19.41564, 13.88698)  -0.202
P (-12.88641, -18.95861, 14.76380)  0.405
O (-12.60950, -18.27569, 16.02836)  -0.228
O (-13.67189, -18.00754, 13.76995)  -0.196
C (-14.73850, -17.16787, 14.21452)  -0.238
C (-14.21648, -15.74984, 13.92218)  -0.059
O (-13.84844, -20.22031, 15.07895)  -0.157
C (-13.16366, -21.39710, 15.47712)  -0.303
C (-13.29899, -22.53157, 14.49023)  -0.064
H (-9.76292, -20.58142, 13.11477)  0.063
H (-9.00105, -19.11314, 12.60035)  0.076
H (-8.50417, -19.95469, 14.21394)  0.076
H (-10.21501, -19.10637, 15.37418)  0.103
H (-10.36499, -17.88768, 13.98637)  0.118
H (-15.49355, -17.33365, 13.43998)  0.108
H (-15.13823, -17.43780, 15.18816)  0.119
H (-14.02594, -15.48770, 12.88287)  0.057
H (-14.79719, -14.93059, 14.35047)  0.079
H (-13.23444, -15.70104, 14.40209)  0.078
H (-12.08718, -21.24634, 15.62072)  0.092
H (-13.45998, -21.78479, 16.45266)  0.101
H (-14.35741, -22.63334, 14.23111)  0.080
H (-12.80317, -22.48011, 13.51966)  0.079
H (-13.03840, -23.49800, 14.92476)  0.063
C (-11.10232, -20.64510, 18.35522)  -0.064
C (-9.85524, -21.43660, 17.85801)  -0.285
O (-9.57774, -22.64282, 18.54472)  -0.154
P (-9.20328, -22.53920, 20.11138)  0.434
O (-10.16116, -21.99750, 21.09733)  -0.223
O (-8.86861, -24.09384, 20.41571)  -0.199
C (-8.51251, -24.45816, 21.74096)  -0.287
C (-9.71386, -25.04832, 22.45382)  -0.077
O (-7.79129, -21.82880, 20.12191)  -0.208
C (-6.72228, -22.38405, 19.28287)  -0.193
C (-5.51616, -21.67772, 19.99256)  -0.062
H (-10.90716, -20.32603, 19.37895)  0.066
H (-11.49881, -19.75558, 17.86205)  0.065
H (-11.88827, -21.39591, 18.24395)  0.063
H (-10.05817, -21.61770, 16.80174)  0.101
H (-9.06222, -20.68405, 17.80673)  0.112
H (-7.84109, -25.32262, 21.67005)  0.114
H (-7.89208, -23.72060, 22.25129)  0.122
H (-10.29091, -25.63492, 21.73880)  0.082
H (-9.55988, -25.68228, 23.32707)  0.075
H (-10.37802, -24.25390, 22.80552)  0.069
H (-6.76330, -23.46953, 19.30726)  0.112
H (-6.83173, -22.00843, 18.26695)  0.109
H (-5.59350, -20.59518, 19.93867)  0.076
H (-5.36621, -21.97445, 21.02828)  0.072
H (-4.58550, -21.95397, 19.48530)  0.070

---

2.
Molecular formula: C34H28BBr4MoN7O8P
Method: DFT, wB97M-V/def2-TZVPD

Properties
LUMO level (alpha / beta) (Eh): -0.14027 / -0.14037
Net charge: +1
Spin multiplicity: 1
Kohn-Sham gap (alpha / beta) (Eh): 0.21336 / 0.21561

Last column: Löwdin charge in e.
Positions of all 84 atoms, in Å:
Mo (-0.51154, -0.06426, 0.64785)  1.587
Br (1.19970, -5.53594, 4.69445)  0.742
C (1.24902, -3.84110, 3.87004)  -0.752
C (2.29040, -2.95559, 4.14920)  -0.746
Br (3.68057, -3.46974, 5.31603)  0.742
C (2.33599, -1.70096, 3.54110)  -0.616
Br (3.78771, -0.52602, 3.85702)  0.822
C (1.33195, -1.30162, 2.66197)  -0.407
O (1.24853, -0.16481, 2.02879)  -0.265
C (0.30415, -2.22823, 2.34018)  -0.366
O (-0.51185, -1.79000, 1.43037)  -0.284
C (0.26606, -3.48632, 2.95037)  -0.626
Br (-1.11258, -4.67939, 2.47713)  0.805
O (-7.46137, 1.40235, 1.34009)  0.092
N (-6.92140, 1.96100, 0.40139)  -0.333
O (-7.49324, 2.73774, -0.34293)  0.094
C (-5.53484, 1.71217, 0.13614)  -0.056
C (-4.98899, 2.39482, -0.93898)  0.090
C (-3.64737, 2.24528, -1.30101)  -0.113
C (-3.03517, 2.92743, -2.37779)  0.036
C (-1.71098, 2.67868, -2.64150)  0.000
C (-0.99735, 1.77672, -1.84736)  -0.078
N (-1.53787, 1.12812, -0.81349)  -0.032
C (-2.84095, 1.35253, -0.54624)  -0.123
C (-3.39173, 0.61254, 0.52681)  -0.115
N (-2.53382, -0.26325, 1.11711)  -0.013
C (-3.04685, -1.03200, 2.09206)  -0.060
C (-4.33586, -0.88933, 2.56482)  0.010
C (-5.19966, 0.03684, 2.00498)  0.042
C (-4.75032, 0.78977, 0.90818)  -0.041
H (-5.62196, 3.05929, -1.50594)  0.136
H (-3.62322, 3.61287, -2.96565)  0.129
H (-1.19482, 3.17085, -3.45036)  0.121
H (0.03798, 1.56580, -2.05936)  0.079
H (-2.40157, -1.79168, 2.50595)  0.103
H (-4.66814, -1.50709, 3.38295)  0.124
H (-6.20240, 0.15871, 2.37760)  0.109
C (4.34889, -0.34333, -2.18763)  -0.110
N (4.24028, -0.97806, -0.80635)  -0.062
C (5.05456, -0.13744, 0.17393)  -0.112
N (4.64379, 1.20790, 0.12943)  -0.142
C (4.80019, 1.75018, -1.20390)  -0.143
N (3.98051, 1.01837, -2.15449)  -0.146
C (2.56415, 1.24071, -1.94880)  -0.271
P (1.95232, 0.68352, -0.26404)  1.084
C (2.82827, -1.01999, -0.37276)  -0.196
C (3.35015, 1.46569, 0.71567)  -0.250
H (3.69731, -0.89617, -2.86909)  0.149
H (5.38731, -0.44385, -2.51665)  0.148
H (4.62402, -1.92796, -0.83515)  0.191
H (6.10560, -0.21344, -0.11675)  0.149
H (4.91845, -0.55339, 1.17621)  0.103
H (5.84883, 1.66049, -1.50274)  0.142
H (4.50976, 2.79999, -1.21002)  0.146
H (2.01729, 0.70985, -2.73074)  0.094
H (2.36512, 2.31056, -2.03314)  0.096
H (2.26305, -1.64641, -1.07048)  0.101
H (2.78742, -1.48927, 0.61537)  0.099
H (3.33453, 1.07128, 1.73193)  0.029
H (3.19585, 2.54385, 0.76186)  0.100
O (1.11532, 2.93225, -0.11852)  -0.083
C (0.42344, 2.95271, 0.90077)  -0.489
C (0.33994, 4.07232, 1.91831)  -0.055
C (-0.23116, 3.36532, 3.14729)  -0.056
C (-0.66790, 2.01965, 2.60936)  -0.482
O (-1.21192, 1.11906, 3.20722)  0.075
N (-0.30356, 1.89724, 1.29358)  -0.041
H (-0.33101, 4.85562, 1.55468)  0.131
H (1.32324, 4.51798, 2.07187)  0.126
H (-1.06060, 3.88837, 3.62312)  0.129
H (0.53064, 3.18952, 3.90908)  0.134
O (-1.17224, -2.60120, -1.05510)  0.152
B (-0.54291, -1.37789, -1.07056)  -0.587
O (-0.01968, -1.15558, -2.34975)  0.094
C (-0.38950, -2.23346, -3.11766)  -0.199
C (-0.19974, -2.47677, -4.46301)  -0.001
C (-0.70278, -3.66987, -4.96151)  -0.085
C (-1.36314, -4.57899, -4.14620)  -0.080
C (-1.57554, -4.32730, -2.80041)  0.018
C (-1.08533, -3.13481, -2.30638)  -0.190
H (0.28493, -1.76198, -5.10554)  0.114
H (-0.58592, -3.89304, -6.00983)  0.105
H (-1.73477, -5.49534, -4.57480)  0.107
H (-2.11370, -5.01307, -2.16963)  0.122

---

3.
Molecular formula: C15H26AlCl9F2IKN3O13P
Method: DFT, wB97M-V/def2-TZVPD

Properties
LUMO level (Eh): -0.16863
Net charge: 0
Energy above the lowest of the compared OMol25 structures with the same formula, charge and spin (kcal/mol): 74.5
Spin multiplicity: 1
Kohn-Sham gap (Eh): 0.05450

Last column: Löwdin charge in e.
Positions of all 72 atoms, in Å:
C (-0.23008, -2.00524, 2.04335)  -0.138
C (0.73946, -1.14757, 1.08944)  -0.209
C (1.72184, -0.33372, 2.05218)  -0.197
C (2.90429, 0.48134, 1.28442)  -0.196
N (2.53566, 1.19166, 0.08401)  0.050
C (2.01379, 2.54733, 0.09179)  -0.316
C (2.76304, 3.77406, 0.79318)  -0.144
C (3.34623, 3.64234, 2.22388)  -0.730
C (3.92586, 5.09548, 2.65439)  -0.150
I (2.05769, 2.98366, 3.82372)  1.000
O (2.26876, 2.89648, -1.34550)  0.054
C (1.21157, 2.28866, -2.05114)  -0.342
O (1.25062, 2.23018, -3.28496)  -0.113
O (0.16251, 1.87332, -1.18626)  0.044
C (0.42599, 2.78975, -0.07299)  -0.200
P (-0.72491, 2.99136, 1.35162)  0.625
O (-0.47238, 4.33842, 2.01742)  -0.309
O (-0.87646, 1.71922, 2.43344)  -0.230
O (-2.28945, 3.15549, 0.67490)  -0.153
H (-0.77157, -1.26458, 2.72706)  -0.007
H (-0.98859, -2.60322, 1.45277)  0.086
H (0.37490, -2.70061, 2.70496)  0.113
H (1.38409, -1.93049, 0.57327)  0.109
H (0.18499, -0.53530, 0.32656)  0.099
H (1.21670, 0.29124, 2.83903)  0.024
H (2.29403, -1.13147, 2.63215)  0.128
H (3.59486, -0.36707, 0.95755)  0.146
H (3.48903, 0.99069, 2.09647)  0.074
H (3.14045, 0.97554, -0.71051)  0.138
H (3.58891, 4.09934, 0.08369)  0.151
H (2.01852, 4.63726, 0.77907)  0.132
H (4.26335, 2.97504, 2.19533)  0.084
H (3.28714, 5.46804, 3.49990)  0.039
H (5.00310, 5.00660, 2.98078)  0.088
H (3.85284, 5.79407, 1.76122)  0.084
H (0.38779, 3.80642, -0.58747)  0.172
H (-0.96730, 0.91972, 1.85533)  0.024
H (-2.22174, 3.05288, -0.29866)  0.068
N (-2.72826, -3.28328, 3.60490)  0.258
H (-2.12494, -4.03089, 3.19110)  0.047
H (-3.66418, -3.66159, 3.78373)  0.168
H (-2.31575, -2.96286, 4.48560)  0.161
H (-2.79223, -2.50097, 2.95037)  -0.037
C (-2.21685, -7.85254, 4.01997)  -0.126
C (-1.73566, -6.63609, 3.32863)  -0.215
N (-1.35822, -5.67087, 2.77335)  0.049
H (-3.11210, -8.23449, 3.52376)  0.048
H (-1.42497, -8.64419, 3.99563)  0.024
H (-2.45564, -7.61459, 5.05838)  0.082
F (-1.10482, -10.13448, 3.94345)  -0.424
C (2.23687, -3.68436, -1.92127)  -0.980
O (2.28642, -4.10841, -3.08054)  0.076
O (1.19818, -3.64941, -1.20517)  0.105
O (3.21593, -3.21228, -1.27945)  0.019
C (4.70118, -1.80835, -4.45131)  -2.012
Cl (5.72699, -0.62428, -5.29105)  0.500
Cl (4.33266, -1.21715, -2.81764)  0.548
Cl (3.18102, -2.02075, -5.33609)  0.537
Cl (5.55115, -3.35837, -4.35003)  0.561
Al (1.00326, 2.88057, -5.07429)  0.787
F (-3.47468, -9.78733, 3.94247)  -0.448
K (-3.11192, -0.62046, 2.75773)  1.015
C (-3.43330, 3.13686, -4.80409)  -1.978
Cl (-4.18877, 3.70088, -3.30124)  0.537
Cl (-1.66687, 2.97195, -4.54717)  0.408
Cl (-4.10921, 1.56560, -5.25195)  0.587
Cl (-3.73941, 4.30073, -6.09241)  0.616
O (-8.00141, 4.56609, -5.85783)  -0.399
Cl (-7.71057, 3.75304, -7.02086)  0.611
O (-7.32779, 2.42073, -6.59395)  -0.419
O (-6.61939, 4.35071, -7.76565)  -0.425
O (-8.88226, 3.67449, -7.86244)  -0.374